{"formula": "C3H2S", "method": "the ωB97M-V functional and the def2-TZVPD basis", "symbols": ["C", "C", "C", "S", "H", "H"], "positions_angstrom": [[-0.169, 0.763, 0.330], [-0.509, 2.032, 0.442], [0.005, -0.530, -0.375], [0.896, -0.322, 1.224], [-0.759, -1.179, -0.311], [0.536, -0.764, -1.310]], "forces_ev_per_a": [[-0.035, 1.439, -0.672], [0.347, -1.770, -0.165], [2.399, 1.358, 0.200], [-0.125, -0.178, -0.489], [-2.899, -1.989, 0.604], [0.313, 1.140, 0.522]], "e_above_lowest_kcal_mol": 57.4, "e_tot_ev": -13973.29649, "homo_energy_ha": -0.338, "max_force_ev_per_a": 3.57, "homo_lumo_gap_ev": 8.046}